A structure of composition C25H48CoOP4 in a non-equilibrium geometry. Source: OMol25; level of theory: wB97M-V/def2-TZVPD.

The geometry in XYZ format:
```
79
Properties=species:S:1:pos:R:3:lowdin_charge:R:1
Co 0.019 -0.745 0.452 -0.176
P 0.468 0.811 1.922 0.767
P 1.123 -2.393 1.091 0.758
P -2.028 -0.886 1.088 0.771
H -1.275 -0.771 -4.760 0.069
C -1.834 -0.053 -4.152 -0.092
C -1.464 1.230 -4.016 -0.062
H -0.537 1.632 -4.451 0.077
C 2.040 1.748 1.794 -0.206
C 0.542 0.256 3.673 -0.199
C -0.659 2.262 2.007 -0.204
C 1.919 -3.358 -0.262 -0.207
C 2.593 -2.229 2.202 -0.197
C 0.077 -3.636 1.945 -0.216
C -2.954 0.285 0.035 -0.196
C -2.603 -0.512 2.808 -0.210
C -2.992 -2.444 0.976 -0.205
H -2.749 -0.432 -3.692 0.040
H -2.098 1.954 -3.489 0.065
H 2.073 2.312 0.853 0.049
H 2.908 1.080 1.843 0.052
H 2.087 2.454 2.636 0.080
H 1.306 -0.514 3.815 0.034
H -0.419 -0.146 4.009 0.032
H 0.799 1.135 4.280 0.080
H -0.617 2.801 1.053 0.038
H -0.292 2.919 2.808 0.082
H -1.698 1.992 2.218 0.027
H 1.778 -4.429 -0.048 0.076
H 2.990 -3.134 -0.292 0.062
H 1.487 -3.129 -1.242 0.005
H 2.558 -3.046 2.933 0.075
H 2.626 -1.275 2.736 0.021
H 3.522 -2.336 1.628 0.060
H 0.723 -4.400 2.397 0.075
H -0.593 -4.122 1.221 0.046
H -0.525 -3.166 2.736 0.051
H -4.012 -0.004 0.048 0.076
H -2.581 0.261 -0.999 0.038
H -2.845 1.303 0.430 0.051
H -3.700 -0.570 2.799 0.079
H -2.301 0.472 3.175 0.031
H -2.218 -1.281 3.489 0.061
H -4.010 -2.244 1.329 0.076
H -2.545 -3.223 1.608 0.047
H -3.035 -2.809 -0.051 0.019
C -1.511 -3.346 -1.996 -0.238
C -0.748 -4.531 -2.009 0.050
C -1.394 -5.756 -2.151 0.027
C -2.770 -5.802 -2.382 0.060
C -3.509 -4.619 -2.494 0.027
C -2.875 -3.385 -2.357 0.035
O -0.971 -2.124 -1.680 -0.057
H -0.615 -1.925 -0.627 0.034
H 0.335 -4.481 -1.945 0.109
H -0.809 -6.673 -2.075 0.145
H -3.266 -6.763 -2.489 0.152
H -4.584 -4.649 -2.684 0.147
H -3.404 -2.436 -2.493 0.139
C 1.242 -0.577 -2.802 -0.219
P 1.273 0.094 -1.106 0.883
C 3.056 -0.186 -0.713 -0.205
C 1.325 1.888 -1.598 -0.376
C 2.441 2.420 -2.267 -0.087
C 2.465 3.770 -2.632 -0.030
C 1.348 4.577 -2.387 -0.032
C 0.211 4.034 -1.782 -0.050
C 0.185 2.683 -1.410 -0.144
H 1.510 -1.639 -2.807 0.047
H 1.945 -0.011 -3.424 0.077
H 0.235 -0.448 -3.206 -0.006
H 3.483 -0.759 -1.547 0.074
H 3.560 0.784 -0.628 0.058
H 3.207 -0.749 0.218 0.008
H 3.298 1.784 -2.504 0.113
H 3.356 4.179 -3.111 0.128
H 1.360 5.629 -2.678 0.128
H -0.675 4.643 -1.605 0.122
H -0.728 2.231 -1.010 0.079
```

Results
- energy above the lowest of the compared OMol25 structures with the same formula, charge and spin (kJ/mol) = 66.6
- expectation value of S² = 6.04
- net charge = +3
- total energy (eV) = -103504.636
- molar mass (g mol⁻¹) = 547.5
- multiplicity = 5
- Kohn-Sham gap (spin up / spin down) (Eh) = 0.302 / 0.152